1.
{
  "formula": "C32H58FNO8P",
  "method": "ωB97M-V/def2-TZVPD",
  "max_force_ha_per_bohr": 0.033,
  "de_lowest_kcal_mol": 0.0,
  "total_energy_ha": -2351.6574,
  "total_charge": 1,
  "elements": ["C", "C", "C", "C", "C", "C", "C", "C", "C", "C", "C", "C", "C", "C", "C", "C", "N", "C", "P", "O", "O", "C", "F", "C", "C", "O", "O", "O", "H", "H", "H", "H", "H", "H", "H", "H", "H", "H", "H", "H", "H", "H", "H", "H", "H", "H", "H", "H", "H", "H", "H", "H", "H", "H", "H", "H", "H", "H", "H", "H", "H", "H", "C", "C", "C", "O", "C", "H", "H", "H", "H", "H", "H", "H", "H", "C", "C", "C", "O", "C", "H", "H", "H", "H", "H", "H", "H", "H", "C", "C", "C", "O", "C", "H", "H", "H", "H", "H", "H", "H", "H"],
  "positions_angstrom": [[5.315, -1.147, 3.400], [5.056, -2.448, 2.607], [3.685, -2.505, 1.924], [3.644, -1.983, 0.475], [2.986, -0.607, 0.295], [3.933, 0.563, 0.533], [3.272, 1.910, 0.152], [2.671, 2.605, 1.382], [1.281, 3.193, 1.102], [0.189, 2.330, 1.719], [-0.087, 2.644, 3.184], [-1.316, 1.893, 3.676], [-0.966, 0.397, 3.856], [-2.014, -0.622, 3.414], [-2.037, -0.810, 1.921], [-2.306, 0.232, 1.033], [-2.319, 0.031, -0.295], [-2.097, -1.162, -0.886], [-2.163, -1.356, -2.779], [-3.427, -0.375, -3.022], [-0.897, -0.406, -3.203], [-1.825, -2.228, -0.044], [-1.580, -3.420, -0.555], [-1.795, -2.056, 1.339], [-1.498, -3.288, 2.148], [-2.319, -3.949, 2.650], [-0.174, -3.648, 2.181], [0.559, -2.482, 2.562], [5.715, -1.370, 4.382], [6.012, -0.496, 2.883], [4.381, -0.603, 3.506], [5.117, -3.279, 3.305], [5.842, -2.598, 1.875], [2.947, -1.985, 2.537], [3.390, -3.553, 1.906], [3.059, -2.691, -0.111], [4.639, -1.986, 0.039], [2.145, -0.560, 0.993], [2.623, -0.549, -0.731], [4.177, 0.589, 1.591], [4.859, 0.418, -0.018], [4.029, 2.530, -0.314], [2.486, 1.688, -0.566], [2.637, 1.910, 2.220], [3.360, 3.390, 1.685], [1.140, 3.214, 0.022], [1.197, 4.226, 1.428], [-0.733, 2.553, 1.171], [0.448, 1.283, 1.561], [-0.209, 3.716, 3.316], [0.758, 2.328, 3.796], [-1.580, 2.281, 4.656], [-2.179, 2.078, 3.043], [-0.010, 0.173, 3.394], [-0.807, 0.247, 4.920], [-3.000, -0.349, 3.787], [-1.766, -1.573, 3.869], [-2.520, 1.230, 1.366], [-2.531, 0.835, -0.876], [-3.203, 0.551, -2.840], [-0.790, 0.341, -2.599], [1.140, -2.304, 1.804], [1.462, 5.335, -3.707], [0.156, 5.513, -2.936], [-0.262, 4.069, -2.700], [0.942, 3.306, -2.601], [2.054, 4.106, -3.033], [2.120, 6.200, -3.660], [1.250, 5.125, -4.757], [0.351, 6.009, -1.982], [-0.596, 6.089, -3.471], [-0.849, 3.684, -3.542], [-0.844, 3.942, -1.783], [2.640, 4.382, -2.151], [2.685, 3.519, -3.699], [-6.411, 2.796, -3.544], [-6.278, 3.867, -2.460], [-5.536, 3.118, -1.359], [-4.700, 2.150, -2.021], [-5.091, 2.064, -3.404], [-6.569, 3.196, -4.543], [-7.240, 2.127, -3.309], [-5.669, 4.696, -2.826], [-7.231, 4.269, -2.123], [-6.229, 2.583, -0.704], [-4.913, 3.771, -0.748], [-4.311, 2.546, -4.005], [-5.158, 1.019, -3.695], [-0.245, -6.672, -0.493], [0.558, -7.963, -0.347], [1.242, -8.055, -1.704], [1.445, -6.708, -2.145], [0.705, -5.815, -1.321], [-0.514, -6.212, 0.458], [-1.164, -6.864, -1.051], [1.302, -7.852, 0.444], [-0.051, -8.836, -0.120], [0.608, -8.567, -2.435], [2.203, -8.566, -1.662], [1.410, -5.273, -0.677], [0.184, -5.091, -1.952]]
}

2.
{
  "formula": "C32H58Ge3N4O2S3Si3Y",
  "method": "ωB97M-V/def2-TZVPD",
  "max_force_ha_per_bohr": 0.010,
  "de_lowest_kcal_mol": 27.9,
  "total_energy_ha": -9955.8910,
  "spin_multiplicity": 2,
  "total_charge": 0,
  "elements": ["Y", "S", "C", "S", "S", "C", "C", "Ge", "C", "C", "C", "C", "Ge", "C", "C", "C", "C", "C", "C", "C", "C", "C", "C", "H", "H", "H", "H", "H", "H", "H", "H", "H", "H", "H", "H", "H", "H", "H", "H", "H", "H", "H", "H", "H", "H", "H", "H", "H", "H", "N", "C", "C", "C", "N", "C", "N", "N", "C", "C", "O", "O", "H", "H", "H", "H", "H", "C", "Si", "C", "C", "Ge", "Si", "C", "C", "C", "Si", "C", "C", "C", "H", "H", "H", "H", "H", "H", "H", "H", "H", "H", "H", "H", "H", "H", "H", "H", "H", "H", "H", "H", "H", "H", "H", "H", "H", "H", "H"],
  "positions_angstrom": [[0.758, -1.710, -0.879], [3.577, -0.541, 2.906], [2.306, -0.962, 1.944], [1.191, 0.230, 1.242], [1.870, -2.581, 1.557], [-3.131, 1.133, -3.712], [-1.932, 0.253, -3.353], [-1.770, -0.274, -1.432], [-1.898, 1.270, -0.159], [-3.046, 2.252, -0.383], [-3.471, -1.138, -0.985], [-3.560, -1.892, 0.117], [-1.830, -2.340, 0.948], [-1.373, -4.282, 0.890], [-2.234, -5.136, -0.047], [-1.656, -1.636, 2.789], [-2.592, -2.299, 3.802], [-4.849, -2.306, 0.726], [-4.952, -3.462, 1.499], [-6.158, -3.845, 2.065], [-7.291, -3.067, 1.879], [-7.202, -1.900, 1.133], [-5.995, -1.522, 0.569], [-3.242, 1.215, -4.796], [-3.027, 2.142, -3.314], [-4.062, 0.717, -3.326], [-1.004, 0.720, -3.694], [-2.011, -0.699, -3.886], [-0.944, 1.799, -0.092], [-2.031, 0.768, 0.804], [-2.881, 2.875, -1.263], [-3.184, 2.920, 0.472], [-3.989, 1.721, -0.531], [-4.383, -0.895, -1.532], [-1.402, -4.657, 1.917], [-0.326, -4.343, 0.585], [-3.125, -5.506, 0.459], [-1.682, -6.006, -0.405], [-2.571, -4.580, -0.922], [-1.842, -0.561, 2.741], [-0.613, -1.766, 3.087], [-3.638, -2.097, 3.571], [-2.395, -1.933, 4.812], [-2.462, -3.384, 3.817], [-4.071, -4.070, 1.658], [-6.213, -4.752, 2.653], [-8.233, -3.361, 2.322], [-8.077, -1.277, 0.996], [-5.930, -0.597, 0.010], [-0.243, -3.390, -2.127], [-0.946, -3.891, -2.912], [-1.819, -4.440, -3.818], [-2.958, -3.675, -4.177], [-3.865, -3.016, -4.446], [-1.559, -5.724, -4.357], [-1.329, -6.769, -4.786], [5.030, -2.273, 0.643], [4.650, -2.948, -0.624], [3.439, -2.206, -1.184], [3.284, -1.007, -0.846], [2.626, -2.853, -1.874], [5.964, -2.503, 0.974], [4.335, -2.493, 1.386], [4.937, -1.254, 0.514], [4.388, -3.983, -0.424], [5.476, -2.905, -1.333], [2.021, 3.975, 3.528], [1.200, 3.897, 1.846], [-0.625, 3.577, 2.084], [1.434, 5.524, 0.933], [2.303, 2.168, 0.580], [4.668, 2.450, 1.043], [5.274, 2.460, 2.823], [5.041, 4.201, 0.467], [5.676, 1.235, -0.005], [1.827, 2.363, -1.801], [0.131, 3.103, -2.099], [2.058, 0.866, -2.926], [3.089, 3.575, -2.490], [1.592, 4.791, 4.114], [3.097, 4.138, 3.458], [1.858, 3.044, 4.077], [-1.017, 4.285, 2.819], [-0.812, 2.566, 2.450], [-1.184, 3.708, 1.158], [0.867, 6.310, 1.438], [1.073, 5.465, -0.095], [2.478, 5.836, 0.903], [5.321, 3.490, 3.181], [6.289, 2.056, 2.860], [4.657, 1.888, 3.507], [4.583, 4.924, 1.144], [4.736, 4.437, -0.546], [6.124, 4.341, 0.534], [5.034, 0.519, -0.519], [6.416, 0.709, 0.605], [6.223, 1.778, -0.779], [-0.655, 2.347, -2.105], [0.128, 3.597, -3.074], [-0.130, 3.847, -1.344], [1.463, -0.043, -2.810], [3.105, 0.565, -2.928], [1.808, 1.225, -3.930], [2.998, 4.568, -2.049], [2.903, 3.673, -3.563], [4.114, 3.228, -2.361]]
}

Q: What is the formula in the first record?
A: C32H58FNO8P